(1)
DFT (ωB97M-V/def2-TZVPD) results for C25H24ClF5N5OSe2Ti as an isolated structure.

## Properties
Energy: -215726.7256 eV
F_max: 0.0144 hartree/bohr
Energy relative to the best compared isomer or geometry (same formula, charge and spin): 0.000 eV
HOMO level (spin up / spin down): -9.950 / -11.274 eV
Orbital gap (spin up / spin down): 7.14 / 6.98 eV
LUMO (spin up / spin down): -0.103 / -0.158 hartree
<S²>: 2.009

The geometry in ORCA input format:
```
! wB97M-V def2-TZVPD RIJCOSX def2/J DEFGRID3
* xyz 1 3
Ti -0.473 0.362 0.685
Se -1.030 -1.031 3.080
Se -2.078 1.633 2.811
C -3.244 1.093 1.426
C -4.610 1.347 1.426
C -5.357 0.947 0.332
C -4.729 0.292 -0.722
C -3.375 0.058 -0.640
N -2.642 0.451 0.414
C 0.686 -0.271 3.262
C 1.522 -0.462 4.351
C 2.762 0.153 4.342
C 3.125 0.943 3.256
C 2.238 1.089 2.212
N 1.038 0.492 2.217
H -5.059 1.850 2.269
H -6.421 1.139 0.299
H -5.285 -0.034 -1.590
H -2.846 -0.456 -1.435
H 1.197 -1.081 5.175
H 3.442 0.023 5.173
H 4.086 1.435 3.220
H 2.479 1.678 1.338
F 2.691 1.961 -5.518
C 2.239 1.533 -4.346
C 1.420 0.420 -4.281
F 1.078 -0.218 -5.396
C 0.956 -0.017 -3.059
F 0.136 -1.084 -2.996
C 1.283 0.617 -1.858
O 0.809 0.168 -0.706
C 2.110 1.739 -1.967
F 2.443 2.399 -0.844
C 2.581 2.195 -3.180
F 3.359 3.272 -3.231
Cl -1.240 4.071 -3.498
C -0.786 3.916 -1.847
C -0.386 5.014 -1.106
C -0.023 4.810 0.214
C -0.064 3.534 0.740
N -0.444 2.474 0.017
C -0.809 2.670 -1.251
H -0.360 5.997 -1.555
H 0.297 5.637 0.832
H 0.219 3.339 1.764
H -1.120 1.803 -1.822
C 2.060 -4.228 0.669
C 0.642 -3.888 0.221
C 0.470 -4.215 -1.263
C -0.370 -4.656 1.066
N 0.492 -2.441 0.507
N -0.709 -1.840 0.012
H 2.230 -5.302 0.600
H 2.215 -3.915 1.703
H 2.798 -3.727 0.036
H 0.726 -5.260 -1.442
H 1.126 -3.596 -1.880
H -0.560 -4.078 -1.603
H -0.232 -5.729 0.936
H -1.399 -4.430 0.775
H -0.243 -4.408 2.120
H 1.242 -1.929 0.053
H -1.505 -2.263 0.477
H -0.798 -1.995 -0.993
*
```



(2)
DFT (ωB97M-V/def2-TZVPD) results for C25H24N5O6RuS as an isolated structure in a non-equilibrium geometry.

## Properties
Energy: -59464.2542 eV
F_max: 0.0259 hartree/bohr
Energy relative to the best compared isomer or geometry (same formula, charge and spin): 1.621 eV
HOMO level (spin up / spin down): -8.142 / -8.232 eV
Orbital gap (spin up / spin down): 7.54 / 7.60 eV
LUMO (spin up / spin down): -0.022 / -0.023 hartree
<S²>: 0.756

The geometry in ORCA input format:
```
! wB97M-V def2-TZVPD RIJCOSX def2/J DEFGRID3
* xyz 0 2
Ru -1.369 -1.403 0.814
O -2.103 -2.280 2.369
C -3.231 -1.844 2.937
C -3.379 -2.040 4.310
C -4.543 -1.661 4.952
C -5.594 -1.081 4.250
C -5.465 -0.888 2.890
C -4.302 -1.253 2.213
C -4.257 -1.052 0.779
N -3.207 -1.259 0.084
N -3.287 -1.113 -1.294
C -2.141 -1.363 -1.830
O -1.087 -1.766 -1.110
C -1.938 -1.223 -3.280
C -0.788 -1.736 -3.872
C -0.576 -1.570 -5.231
C -1.507 -0.887 -6.001
C -2.657 -0.376 -5.412
C -2.876 -0.542 -4.055
H -2.558 -2.496 4.847
H -4.636 -1.818 6.020
H -6.499 -0.787 4.765
H -6.274 -0.439 2.324
H -5.148 -0.739 0.242
H -0.068 -2.266 -3.263
H 0.317 -1.974 -5.690
H -1.336 -0.749 -7.061
H -3.381 0.161 -6.012
H -3.761 -0.139 -3.582
O -1.809 0.299 1.662
N -0.770 0.886 2.272
O -0.956 1.948 2.800
O 0.284 0.264 2.219
C 4.121 3.665 -0.857
C 2.652 4.021 -1.051
C 1.736 3.342 -0.038
N 1.847 1.885 -0.054
C 1.161 1.105 -0.893
S 0.114 1.659 -2.065
N 1.304 -0.279 -0.755
C 1.760 -1.006 0.351
O 1.037 -1.847 0.861
C 3.151 -0.804 0.811
C 4.128 -0.301 -0.048
C 5.428 -0.150 0.405
C 5.748 -0.493 1.712
C 4.775 -0.994 2.569
C 3.476 -1.157 2.119
H 4.753 4.195 -1.571
H 4.288 2.596 -0.997
H 4.464 3.925 0.149
H 2.322 3.753 -2.055
H 2.513 5.101 -0.949
H 0.696 3.601 -0.228
H 1.983 3.660 0.976
H 2.332 1.456 0.716
H 0.569 -0.768 -1.256
H 3.863 -0.045 -1.066
H 6.192 0.234 -0.259
H 6.764 -0.371 2.067
H 5.032 -1.255 3.587
H 2.698 -1.543 2.765
*
```



(3)
DFT (ωB97M-V/def2-TZVPD) results for C25H24N6O2SbSe4TcTe as an isolated structure.

## Properties
Energy: -316752.3474 eV
F_max: 0.0109 hartree/bohr
Energy relative to the best compared isomer or geometry (same formula, charge and spin): 3.556 eV
HOMO level (spin up / spin down): -13.007 / -13.011 eV
Orbital gap (spin up / spin down): 4.82 / 4.82 eV
LUMO (spin up / spin down): -0.301 / -0.301 hartree

The geometry in ORCA input format:
```
! wB97M-V def2-TZVPD RIJCOSX def2/J DEFGRID3
* xyz 2 1
Tc 0.029 0.382 -0.641
C -2.271 -0.770 2.890
C -1.791 -0.366 1.541
N -0.648 0.179 1.299
N 0.282 0.325 2.292
C 1.462 0.442 1.780
O 1.651 0.491 0.452
C 2.660 0.487 2.626
C 3.892 0.856 2.086
C 5.023 0.864 2.887
C 4.930 0.504 4.224
C 3.701 0.150 4.769
C 2.567 0.144 3.977
C -2.587 -0.602 0.328
C -3.900 -1.045 0.350
C -4.573 -1.219 -0.850
C -3.913 -0.958 -2.041
C -2.595 -0.536 -2.000
N -1.947 -0.367 -0.844
H -1.480 -0.658 3.624
H -2.621 -1.803 2.877
H -3.113 -0.141 3.188
H 3.961 1.167 1.052
H 5.975 1.162 2.470
H 5.813 0.514 4.849
H 3.629 -0.110 5.817
H 1.602 -0.114 4.394
H -4.396 -1.231 1.292
H -5.605 -1.542 -0.853
H -4.407 -1.066 -2.996
H -2.041 -0.304 -2.901
Se -0.999 2.044 -5.076
Sb 0.231 3.230 -3.514
Se -0.677 2.543 -1.190
Se 1.692 0.428 -2.528
Se 1.908 4.804 -3.562
Te 3.197 -0.909 -1.208
C 5.001 0.053 -1.540
C 5.076 1.373 -1.988
C 6.319 1.965 -2.120
C 7.469 1.253 -1.797
C 7.388 -0.057 -1.340
C 6.151 -0.666 -1.210
H 4.178 1.933 -2.218
H 6.395 2.987 -2.467
H 8.437 1.725 -1.898
H 8.286 -0.605 -1.093
H 6.091 -1.691 -0.862
C -1.255 -3.920 -0.918
N -0.324 -3.736 0.202
C -0.224 -4.691 1.168
C 0.621 -4.559 2.211
C 1.422 -3.380 2.241
N 1.330 -2.453 1.284
C 0.460 -2.609 0.291
O 0.376 -1.750 -0.641
N 2.295 -3.159 3.220
H -1.236 -4.963 -1.224
H -0.936 -3.294 -1.743
H -2.266 -3.643 -0.617
H -0.862 -5.555 1.041
H 0.692 -5.323 2.969
H 2.417 -3.810 3.977
H 2.818 -2.297 3.224
*
```



(4)
DFT (ωB97M-V/def2-TZVPD) results for C25H25AsCl2N2O3OsS as an isolated structure.

## Properties
Energy: -134637.9006 eV
F_max: 0.0097 hartree/bohr
Energy relative to the best compared isomer or geometry (same formula, charge and spin): 0.000 eV
HOMO level: -7.820 eV
Orbital gap: 6.26 eV
LUMO: -0.057 hartree

The geometry in ORCA input format:
```
! wB97M-V def2-TZVPD RIJCOSX def2/J DEFGRID3
* xyz 0 1
Os -0.285 -0.904 0.386
Cl -0.671 -3.284 1.001
C -0.441 -3.027 2.713
C -0.551 -4.079 3.597
C -0.367 -3.808 4.944
C -0.082 -2.518 5.369
C 0.020 -1.488 4.450
Cl 0.373 0.107 5.004
C -0.159 -1.717 3.078
N -0.051 -0.660 2.163
H -0.777 -5.076 3.245
H -0.447 -4.608 5.668
H 0.066 -2.303 6.418
N 1.601 -1.599 -0.516
C 2.628 -0.602 -0.795
C 3.199 0.086 0.259
C 4.049 1.148 -0.018
C 4.298 1.518 -1.332
C 3.784 0.762 -2.377
C 2.944 -0.309 -2.111
S 5.143 3.066 -1.704
O 5.546 3.556 -0.399
O 6.219 2.674 -2.591
O 4.072 3.822 -2.337
H 1.391 -2.091 -1.383
H 1.961 -2.315 0.113
H 2.935 -0.168 1.280
H 4.492 1.743 0.771
H 4.011 1.050 -3.395
H 2.507 -0.882 -2.924
C 0.861 2.353 1.622
As -0.089 1.515 0.171
C -1.799 2.420 0.185
C 0.711 2.245 -1.426
H 0.649 3.421 1.602
H 1.929 2.196 1.488
H 0.537 1.902 2.556
H -1.623 3.495 0.159
H -2.347 2.155 1.087
H -2.380 2.124 -0.686
H 0.890 3.310 -1.284
H 0.020 2.106 -2.257
H 1.659 1.768 -1.644
C -3.074 -0.362 -4.168
C -1.740 -0.455 -3.709
C -1.498 -0.573 -2.371
C -2.555 -0.602 -1.422
C -2.278 -0.717 -0.027
C -3.329 -0.751 0.852
C -4.662 -0.645 0.390
C -4.939 -0.528 -0.941
C -3.885 -0.510 -1.888
C -4.112 -0.391 -3.282
H -3.265 -0.265 -5.228
H -0.922 -0.423 -4.416
H -0.454 -0.622 -2.040
H -3.150 -0.833 1.918
H -5.471 -0.658 1.110
H -5.961 -0.448 -1.290
H -5.134 -0.320 -3.637
*
```



Look up the energy of the fourth one.
-134637.9006 eV